No. 1
Formula: C17H41B2ClNO11P2
Source: the Open Molecules 2025 dataset
Level of theory: wB97M-V/def2-TZVPD

- Electronic energy: -74759.528 eV
- Net charge: -1
- Frontier orbital gap: 3.7 eV
- HOMO: -4.27 eV
- Relative energy (zero: lowest compared OMol25 entry of this formula, charge and spin): 637.05 kJ/mol

XYZ file:
```
75
Properties=species:S:1:pos:R:3:forces:R:3:mulliken_charge:R:1
C 5.0849 -2.4673 4.4470 0.071 0.345 -0.341 -0.07
O 6.1724 -3.3653 4.0641 -1.671 0.250 -1.041 -0.47
B 5.6096 -4.4896 3.2777 0.779 1.314 -1.423 0.60
O 5.8301 -4.4478 1.8279 0.864 1.489 2.645 -0.59
B 4.8065 -5.7037 4.0780 -0.727 0.499 0.691 0.22
C 3.1692 -5.6045 4.0970 -0.792 -0.867 -0.842 -1.05
C 2.4950 -4.6018 3.0441 -2.588 -0.653 1.788 1.16
C 0.8824 -4.6483 3.3486 0.917 0.868 0.422 -1.06
Cl 2.6358 -5.1831 1.2733 0.340 0.496 1.256 -0.27
N 5.3434 -7.0934 3.5779 6.573 -2.328 2.493 -0.70
C 6.4654 -7.2951 4.2026 -2.154 0.729 1.599 0.72
O 7.3993 -7.4137 5.0476 -3.984 0.111 -4.566 -0.63
H 4.5420 -2.1144 3.4920 0.625 -0.319 1.497 -0.22
H 5.5159 -1.5373 4.9670 -0.496 -1.460 -0.752 0.24
H 4.3173 -2.9555 5.1427 1.083 0.443 -0.889 0.15
H 6.3882 -3.6348 1.6920 -0.681 -1.031 -0.015 0.28
H 5.1670 -5.6391 5.2286 0.057 0.297 0.536 -0.22
H 2.7872 -5.4144 5.1768 0.399 0.165 -1.895 0.17
H 2.7686 -6.6652 3.8327 0.407 1.647 0.356 0.15
H 2.7786 -3.4984 3.1677 0.113 -1.747 -0.633 -0.13
H 0.4286 -3.6316 3.0409 0.386 -1.739 0.296 0.19
H 0.8110 -4.7434 4.5009 -0.177 0.120 -1.934 0.31
H 0.3861 -5.5340 2.8286 0.674 1.300 0.768 0.32
O 2.4173 0.7407 -0.6009 -3.936 1.675 -1.103 -0.72
P 1.4658 0.7451 0.6011 7.021 -3.959 5.053 0.98
O 2.4553 1.5943 1.6256 -0.482 0.626 -0.354 -0.37
C 2.6819 2.9687 1.3711 0.222 0.098 0.099 -0.36
C 1.4383 3.8003 1.6121 -0.138 0.134 -0.003 -0.95
O 1.8298 -0.7780 1.1403 -1.412 0.612 -0.549 -0.37
C 2.4150 -1.7430 0.2679 0.433 -0.344 -0.318 -0.36
C 3.9314 -1.6842 0.3232 0.162 0.061 0.173 -0.67
O 0.2989 0.7528 1.8658 -1.299 1.162 -3.192 -0.24
C -1.0185 1.1704 1.5244 -0.540 0.017 0.199 -0.17
C -1.5574 0.4900 0.2809 -0.008 -0.189 0.068 -1.10
H 3.0513 3.1089 0.3493 -0.011 -0.016 0.020 0.27
H 3.4723 3.2943 2.0530 -0.029 -0.187 -0.019 0.34
H 0.6925 3.6113 0.8352 -0.062 0.041 -0.063 0.17
H 1.6761 4.8673 1.5908 -0.033 -0.063 -0.032 0.44
H 0.9827 3.5578 2.5752 0.117 0.012 -0.037 0.24
H 2.0432 -1.6158 -0.7533 0.130 0.126 0.110 0.40
H 2.0816 -2.7294 0.5987 -0.040 0.233 0.135 0.23
H 4.3148 -0.6672 0.2154 -0.194 0.014 -0.170 0.34
H 4.3693 -2.3054 -0.4617 -0.040 -0.045 0.118 0.38
H 4.2874 -2.0472 1.2910 -0.054 -0.130 -0.144 -0.14
H -1.0356 2.2571 1.4017 -0.094 0.053 0.014 0.21
H -1.6619 0.9312 2.3758 0.191 -0.018 0.031 0.31
H -0.9721 0.7596 -0.6049 0.011 0.094 -0.066 0.30
H -2.5932 0.7871 0.1013 0.081 -0.005 -0.058 0.42
H -1.5116 -0.5970 0.3828 -0.031 0.078 0.048 0.30
O -3.8144 3.2647 -5.5479 -3.964 1.495 -1.165 -0.71
P -4.7930 3.2524 -4.3685 6.931 -3.473 5.227 0.97
O -3.8416 4.1129 -3.3194 -0.527 0.468 -0.403 -0.33
C -3.6299 5.4926 -3.5649 0.230 0.213 0.090 -0.34
C -4.8913 6.3041 -3.3509 -0.132 0.109 0.002 -0.97
O -4.4165 1.7324 -3.8240 -1.300 0.296 -0.554 -0.35
C -3.7966 0.7825 -4.6845 0.434 -0.136 -0.281 -0.40
C -2.2826 0.8664 -4.5947 0.182 -0.016 0.184 -0.91
O -5.9893 3.2373 -3.1326 -1.189 1.062 -3.289 -0.22
C -7.3052 3.6353 -3.5043 -0.603 0.043 0.192 -0.17
C -7.8034 2.9505 -4.7623 0.026 -0.184 0.073 -1.15
H -3.2388 5.6416 -4.5772 -0.009 -0.026 0.032 0.27
H -2.8609 5.8280 -2.8638 -0.031 -0.197 -0.027 0.34
H -5.6156 6.1062 -4.1457 -0.062 0.044 -0.072 0.20
H -4.6695 7.3745 -3.3636 -0.034 -0.076 -0.034 0.43
H -5.3656 6.0517 -2.3995 0.119 0.023 -0.032 0.25
H -4.1467 0.9072 -5.7133 0.141 0.099 0.118 0.34
H -4.1217 -0.2109 -4.3642 -0.103 0.147 0.162 0.38
H -1.9129 1.8889 -4.6902 -0.192 -0.029 -0.171 0.28
H -1.8165 0.2554 -5.3716 -0.028 0.004 0.071 0.35
H -1.9425 0.5059 -3.6198 -0.041 -0.055 -0.089 0.16
H -7.3366 4.7217 -3.6240 -0.083 0.040 0.020 0.21
H -7.9646 3.3831 -2.6693 0.197 -0.010 0.034 0.33
H -7.2015 3.2324 -5.6331 0.015 0.090 -0.065 0.36
H -8.8392 3.2314 -4.9658 0.084 -0.015 -0.037 0.38
H -7.7428 1.8640 -4.6624 -0.050 0.079 0.040 0.29
```
Positions in Å, forces in eV/Å.

=====

No. 2
Formula: ClH47NO22
Source: the Open Molecules 2025 dataset
Level of theory: wB97M-V/def2-TZVPD

- Electronic energy: -59813.878 eV
- Net charge: +1
- Frontier orbital gap: 8.2 eV
- HOMO: -12.65 eV

XYZ file:
```
71
Properties=species:S:1:pos:R:3:forces:R:3:mulliken_charge:R:1
N 0.0376 -1.3067 0.7059 -0.571 -0.112 0.251 -0.04
Cl -1.6871 -1.4350 0.8435 0.359 -0.144 0.085 -0.03
H 0.3391 -1.2170 -0.3141 0.303 0.216 -0.317 0.25
H 0.3631 -0.4629 1.1889 0.280 -0.031 0.176 0.36
H 0.4929 -2.1180 1.1180 0.003 -0.127 0.244 0.41
O 1.1495 -0.5940 -1.4739 -0.229 -0.108 0.167 -0.61
H 0.8784 -0.8016 -2.3815 0.034 -0.034 -0.047 0.30
H 0.8783 0.3328 -1.3635 0.361 0.219 -0.385 0.32
O 4.0125 -1.8028 -1.3038 0.022 -0.070 -0.001 -0.62
H 3.0826 -1.5635 -1.3161 -0.052 0.088 -0.102 0.33
H 4.4809 -0.9593 -1.3555 0.150 0.021 0.072 0.32
O 4.5313 -3.8649 -3.9295 -0.002 0.063 0.033 -0.64
H 4.4588 -3.0963 -4.5058 -0.083 0.016 -0.074 0.34
H 4.5746 -3.4918 -3.0426 -0.002 0.044 0.085 0.32
O 2.0324 0.0732 2.0922 -0.329 -0.098 -0.171 -0.68
H 1.6362 0.0756 2.9759 0.227 -0.205 0.192 0.23
H 2.9803 0.1726 2.2762 0.032 -0.002 0.140 0.27
O 0.7561 1.5025 -3.2982 -0.099 -0.077 0.098 -0.60
H 0.4674 1.3018 -4.2045 -0.141 0.094 -0.001 0.32
H 0.4687 2.4132 -3.1734 -0.108 0.014 -0.044 0.30
O 0.4363 2.9856 -5.9301 0.181 -0.124 0.175 -0.63
H 0.7139 2.7598 -6.8234 -0.111 -0.001 -0.076 0.31
H 1.2527 3.2586 -5.4989 0.046 0.119 -0.073 0.32
O 5.9657 0.4100 -0.6661 -0.057 0.005 0.078 -0.61
H 6.3104 1.3068 -0.7084 -0.005 0.034 -0.099 0.30
H 6.7413 -0.1408 -0.5169 -0.012 -0.072 -0.004 0.31
O -4.5980 0.0517 -0.8377 0.074 0.023 -0.237 -0.54
H -4.0071 -0.3226 -0.1845 -0.087 0.007 0.147 0.22
H -5.4377 -0.4039 -0.6949 -0.197 0.046 0.089 0.37
O -1.4775 -1.1514 -2.5704 0.404 0.178 0.340 -0.58
H -1.2764 -0.2305 -2.3545 -0.257 0.137 -0.257 0.36
H -1.5815 -1.5565 -1.7008 -0.369 -0.171 -0.352 0.20
O 1.6144 -1.4304 4.5386 -0.081 -0.044 -0.286 -0.53
H 1.0662 -2.2173 4.4641 0.017 -0.095 0.081 0.28
H 2.0466 -1.5426 5.3960 -0.187 0.236 0.169 0.26
O -1.7571 0.3848 -5.1380 0.291 0.062 0.112 -0.61
H -1.7974 -0.0801 -5.9785 -0.044 0.029 -0.052 0.32
H -1.8433 -0.3043 -4.4720 -0.195 -0.182 -0.029 0.35
O -7.5496 -1.2699 -1.1069 0.205 -0.086 -0.243 -0.68
H -7.1826 -2.0285 -1.5745 -0.001 -0.054 0.026 0.33
H -8.3170 -1.6247 -0.6464 -0.024 0.094 0.103 0.31
O 4.0912 1.3539 3.6452 -0.137 0.037 -0.032 -0.70
H 3.4117 1.9494 3.9859 -0.016 0.073 -0.068 0.36
H 4.6620 1.9277 3.1216 0.110 -0.005 0.056 0.31
O 1.5992 2.0406 0.1863 -0.126 -0.331 -0.589 -0.69
H 2.0941 2.0331 -0.6426 0.064 0.171 0.025 0.36
H 1.8900 1.2441 0.6582 0.104 0.295 0.378 0.40
O -5.6732 -0.2935 2.1055 0.180 -0.028 -0.195 -0.59
H -5.4101 0.6211 1.9356 -0.180 0.104 0.181 0.35
H -4.8501 -0.7610 2.2651 -0.019 -0.062 0.188 0.27
O 4.0041 -2.8389 -6.6986 0.049 -0.078 0.024 -0.65
H 4.3554 -3.7356 -6.6657 0.014 -0.025 0.047 0.32
H 3.5471 -2.7948 -7.5427 -0.029 0.075 -0.028 0.31
O 0.9588 -1.1786 7.4001 0.112 0.117 0.046 -0.58
H 0.9376 -0.3013 7.7948 0.149 0.016 0.052 0.30
H 0.2364 -1.6546 7.8217 -0.052 -0.094 -0.115 0.32
O -7.6377 -0.4967 -4.3566 0.048 -0.090 0.009 -0.63
H -7.4270 0.4363 -4.2636 0.012 0.043 -0.031 0.31
H -7.7576 -0.8032 -3.4523 -0.087 0.106 0.102 0.34
O 1.1667 4.9100 1.3122 0.104 0.044 0.011 -0.61
H 1.5377 4.1898 0.7920 -0.060 -0.133 0.047 0.34
H 0.3389 4.5585 1.6495 -0.060 0.024 -0.003 0.30
O -6.2750 2.6313 1.7928 0.098 -0.178 -0.134 -0.65
H -6.6041 2.2958 0.9519 -0.070 0.070 -0.026 0.32
H -6.5686 3.5456 1.8271 0.015 0.037 0.049 0.31
O 3.9697 1.9001 6.8100 -0.116 0.021 -0.123 -0.62
H 4.1565 1.5574 5.9304 0.178 -0.143 0.003 0.33
H 4.8045 2.2790 7.1001 0.003 0.023 0.087 0.32
O -1.5065 -1.8319 5.9615 -0.129 -0.020 -0.210 -0.64
H -2.1939 -1.2480 6.2971 -0.080 -0.046 0.006 0.33
H -0.8937 -1.2463 5.5043 0.175 0.068 0.230 0.31
```
Positions in Å, forces in eV/Å.

=====

No. 3
Formula: C9H15CuO12P2S2
Source: the Open Molecules 2025 dataset
Level of theory: wB97M-V/def2-TZVPD

- Multiplicity: 2
- Electronic energy: -119042.842 eV
- Net charge: -1
- Frontier orbital gap (spin up / spin down): 8.8 / 8.5 eV
- HOMO (spin up / spin down): -6.51 / -6.45 eV
- Relative energy (zero: lowest compared OMol25 entry of this formula, charge and spin): 1.07 kJ/mol

XYZ file:
```
41
Properties=species:S:1:pos:R:3:forces:R:3:mulliken_charge:R:1
Cu 1.5637 1.0088 0.9578 -0.546 -0.040 -0.197 0.44
C 1.9816 -3.0115 2.8138 0.011 0.068 -0.045 -1.78
C 0.8174 -2.1715 2.3053 0.078 0.143 -0.044 1.14
O -0.4205 -2.9126 2.4328 0.051 -0.171 0.071 -0.63
P 0.8657 -1.8931 0.4946 0.008 -0.175 0.485 0.73
O 2.3502 -1.7022 -0.0065 -0.025 -0.096 0.066 -0.57
O 0.5094 -3.3339 -0.0953 0.071 0.216 -0.191 -0.57
O -0.0406 -0.7863 0.1223 0.156 0.158 0.008 0.00
P 0.7025 -0.5906 3.3018 0.346 0.124 0.123 0.84
O -0.7651 -0.0496 2.9327 -0.053 -0.010 0.173 -0.57
O 0.7442 -0.9633 4.7283 0.041 -0.039 -0.220 -0.72
O 1.7533 0.3762 2.7267 -0.678 -0.481 0.218 -0.51
H 2.0840 -3.9287 2.2306 -0.031 -0.007 0.019 0.39
H 1.8055 -3.2525 3.8608 -0.018 -0.005 -0.006 0.41
H 2.9123 -2.4463 2.7423 -0.020 -0.004 -0.027 0.35
H -1.0127 -2.4239 3.0169 -0.008 0.067 -0.062 0.39
H 2.4679 -0.8474 -0.4741 0.024 0.144 -0.157 0.49
H -0.3161 -3.6304 0.3083 -0.084 -0.106 0.149 0.38
H -0.7723 0.6321 2.2386 0.122 0.020 -0.133 0.36
O 1.8756 3.3994 -1.4702 0.081 -0.187 0.010 -0.71
S 2.6984 2.4263 -0.7796 -0.026 0.021 -0.170 1.32
O 4.0643 2.3378 -1.2237 -0.074 0.019 0.063 -0.67
O 2.5954 2.6121 0.7402 0.182 0.003 -0.406 -0.53
O 2.0096 1.0179 -0.8874 0.277 0.356 0.058 -0.77
C -2.7581 3.0084 -0.2190 -0.094 0.228 -0.176 -1.15
S -1.9551 1.4673 0.1521 0.369 -0.219 0.227 0.34
O -0.6408 1.9177 0.7439 -0.142 -0.192 0.254 -0.60
C -1.6951 0.9114 -1.5154 -0.120 -0.015 -0.085 0.60
C -2.5087 -0.1210 -1.9607 0.056 0.054 -0.092 -0.53
C -2.3447 -0.5949 -3.2538 0.042 0.027 -0.016 -0.57
C -1.3567 -0.0506 -4.0672 -0.019 0.014 0.072 -0.37
C -0.5433 0.9733 -3.5967 -0.011 0.001 0.033 -0.71
C -0.7092 1.4699 -2.3106 0.042 0.087 -0.019 -0.33
H -2.0873 3.5839 -0.8566 -0.048 0.060 0.023 0.34
H -2.9221 3.5207 0.7278 -0.010 -0.014 -0.025 0.42
H -3.7042 2.8041 -0.7208 0.019 0.042 -0.003 0.38
H -3.2463 -0.5595 -1.2984 0.030 0.006 0.010 0.39
H -2.9699 -1.4002 -3.6181 0.012 -0.005 -0.001 0.37
H -1.2127 -0.4387 -5.0681 0.001 0.016 0.003 0.39
H 0.2385 1.3864 -4.2210 -0.005 -0.019 0.000 0.42
H -0.0578 2.2550 -1.9344 -0.005 -0.090 0.010 0.42
```
Positions in Å, forces in eV/Å.